Record 1
The following is a quantum chemistry calculation of a 11-piece molecular cluster, C63H141N7O11 overall at a distorted geometry, from the Open Molecules 2025 dataset.

The geometry in XYZ format:
```
222
Properties=species:S:1:pos:R:3
C 2.52676 1.34046 -1.63801
C 0.96866 1.64607 -1.48150
C 0.10819 1.03929 -2.67644
C -0.13429 -0.47751 -2.39181
C -0.93950 -0.68838 -1.15301
C -0.18889 -0.12381 0.11343
N 0.48967 1.20431 -0.14813
O 0.99064 1.88205 0.96935
C -1.23073 0.13445 1.18753
C 0.92761 -1.10546 0.50771
C 0.80128 3.17760 -1.64360
H 2.59215 0.25339 -1.59200
H 3.15291 1.84149 -0.89976
H 2.89116 1.64295 -2.61975
H -0.90124 1.42796 -2.81091
H 0.66550 1.12986 -3.60880
H 0.79579 -1.04566 -2.40797
H -0.83275 -0.92182 -3.10092
H -0.98540 -1.76287 -0.97565
H -1.91027 -0.20042 -1.24016
H -2.19782 0.63106 1.10881
H -1.65053 -0.80801 1.53914
H -0.64520 0.60179 1.97927
H 1.55793 -0.64419 1.26799
H 0.54253 -1.96521 1.05601
H 1.52217 -1.48646 -0.32262
H 0.90725 3.43403 -2.69769
H 1.58550 3.70725 -1.10270
H -0.19170 3.46866 -1.30101
H 0.34269 2.58923 1.00993
C 2.46930 5.50515 -8.27890
C 1.60452 6.44730 -7.32777
C 0.61902 7.31235 -8.29032
C -0.57229 6.49348 -8.82857
C -1.27423 5.77156 -7.55924
C -0.30157 4.96607 -6.61904
N 0.80631 5.81526 -6.25285
O 1.62262 5.27550 -5.22252
C -1.12783 4.59829 -5.34091
C 0.06738 3.52820 -7.19655
C 2.54230 7.49046 -6.70896
H 2.92552 6.10944 -9.06300
H 1.71633 4.98045 -8.86697
H 3.10356 4.85072 -7.68094
H 0.13212 8.20145 -7.88963
H 1.19856 7.68489 -9.13497
H -0.28854 5.69106 -9.50953
H -1.27119 7.12439 -9.37774
H -1.87796 4.98599 -8.01364
H -1.81367 6.47936 -6.92986
H -0.61095 3.90144 -4.68110
H -1.28303 5.46007 -4.69180
H -2.02484 4.01997 -5.56232
H 1.06226 3.21069 -6.88431
H -0.57875 2.68850 -6.94058
H 0.09161 3.50965 -8.28612
H 3.01225 8.02193 -7.53648
H 3.45252 6.99849 -6.36608
H 2.06469 8.17576 -6.00870
H 1.54042 5.92256 -4.51814
C 2.45582 -5.49452 2.38629
C 1.01774 -5.71065 3.03320
C 0.27968 -4.32727 2.95414
C -1.19648 -4.50479 3.15646
C -1.72503 -5.55485 2.17107
C -1.04826 -6.98316 2.14639
N 0.38373 -6.81620 2.16002
O 1.11601 -8.04796 2.29043
C -1.75351 -7.83973 3.22165
C -1.27002 -7.52352 0.72004
C 1.11068 -6.08869 4.57301
H 2.39826 -5.04282 1.39596
H 3.10504 -6.36988 2.40593
H 2.94531 -4.74711 3.01068
H 0.73378 -3.76830 3.77233
H 0.43696 -3.86701 1.97868
H -1.74918 -3.56830 3.08152
H -1.38273 -4.83872 4.17719
H -1.64697 -5.06769 1.19912
H -2.81165 -5.64050 2.16573
H -2.54035 -8.32310 2.64257
H -1.11493 -8.67630 3.50529
H -2.02825 -7.19871 4.05933
H -1.99920 -8.32509 0.60217
H -1.71898 -6.88630 -0.04186
H -0.33392 -7.88354 0.29319
H 1.20839 -5.21504 5.21744
H 2.12939 -6.46047 4.68305
H 0.48111 -6.92545 4.87565
H 1.69527 -7.96646 1.52924
C -3.67618 -2.91060 0.41599
C -4.88342 -2.64973 1.32375
C -6.02594 -2.76729 0.30304
C -7.34796 -3.37254 0.74130
C -7.19463 -4.51000 1.72462
C -6.24477 -4.11066 2.99342
N -4.93513 -3.65086 2.44966
O -4.02690 -3.35201 3.43375
C -7.08098 -3.10572 3.78517
C -5.88998 -5.34543 3.83170
C -4.82248 -1.25795 1.87672
H -3.80266 -3.94174 0.08606
H -2.72049 -2.68321 0.88829
H -3.69032 -2.22921 -0.43465
H -6.17625 -1.77623 -0.12511
H -5.72951 -3.32364 -0.58618
H -8.09310 -3.62166 -0.01422
H -7.84544 -2.59864 1.32584
H -6.64051 -5.23141 1.12410
H -8.15533 -4.83266 2.12591
H -6.46572 -2.74593 4.60986
H -7.39235 -2.15063 3.36214
H -8.08173 -3.41943 4.08209
H -5.28474 -6.03607 3.24450
H -5.36916 -5.08206 4.75229
H -6.80902 -5.91204 3.98144
H -5.68130 -1.13026 2.53568
H -4.72382 -0.39620 1.21660
H -4.11278 -1.16461 2.69874
H -3.35520 -4.03108 3.33744
C -2.56713 5.78955 5.27552
C -2.31068 5.99795 3.78084
C -1.21585 4.96423 3.32208
C -1.79603 3.55406 2.95913
C -2.92476 3.79484 1.94908
C -4.10539 4.57321 2.49990
N -3.54664 5.94712 2.90770
O -4.44998 6.93576 3.15646
C -5.11635 4.69573 1.41835
C -4.78567 3.78648 3.74015
C -1.57356 7.41825 3.52738
H -2.59328 4.75600 5.62075
H -3.50801 6.28577 5.51343
H -1.86394 6.36541 5.87720
H -0.72246 5.44175 2.47553
H -0.47137 4.96161 4.11822
H -1.99543 3.02279 3.88977
H -0.90025 3.11855 2.51640
H -3.07863 2.78710 1.56325
H -2.52292 4.37384 1.11759
H -6.11352 4.66625 1.85753
H -5.11351 5.64294 0.87901
H -5.18440 3.99133 0.58932
H -5.15742 2.83716 3.35454
H -4.07506 3.41469 4.47832
H -5.64558 4.30759 4.16097
H -1.26524 7.60391 2.49851
H -0.60033 7.39252 4.01753
H -2.18662 8.27078 3.81971
H -4.41207 7.44066 2.34084
C 2.39519 -5.69540 -3.51170
C 3.40879 -4.57653 -3.02550
C 4.81182 -5.40783 -2.84122
C 6.05576 -4.55207 -2.95096
C 5.96162 -3.42502 -4.06431
C 4.63331 -2.64595 -4.16590
N 3.50345 -3.53466 -4.07312
O 2.34700 -2.82927 -4.35225
C 4.61604 -1.64025 -3.03785
C 4.69362 -1.96500 -5.55214
C 3.03325 -4.04998 -1.62591
H 2.53742 -6.09516 -4.51572
H 1.39148 -5.27085 -3.49092
H 2.33934 -6.46984 -2.74670
H 4.98834 -5.74904 -1.82116
H 4.82937 -6.23965 -3.54540
H 6.87634 -5.26344 -3.04430
H 6.09466 -3.83172 -2.13384
H 6.18054 -3.87627 -5.03206
H 6.80605 -2.80399 -3.76537
H 3.60332 -1.24679 -2.95013
H 4.95361 -1.85305 -2.02353
H 5.09705 -0.69665 -3.29545
H 4.40789 -2.69484 -6.30963
H 3.95545 -1.16983 -5.65658
H 5.70224 -1.60046 -5.74681
H 2.24094 -3.30141 -1.62524
H 3.85871 -3.52233 -1.14811
H 2.80118 -4.95442 -1.06356
H 2.28055 -3.08123 -5.27621
C 5.62176 1.45519 4.10767
C 4.27092 0.76422 3.72444
C 4.15105 -0.58189 4.57547
C 3.82692 -0.40599 6.05053
C 2.51783 0.35785 6.08616
C 2.54261 1.77341 5.34563
N 3.05774 1.52209 3.98551
O 2.97597 2.63235 3.14347
C 0.98569 2.05810 5.28354
C 3.33796 2.84622 6.21414
C 4.38669 0.33899 2.19418
H 5.46602 2.52402 4.25408
H 6.27949 1.50351 3.23982
H 6.19094 1.11370 4.97226
H 3.46868 -1.30478 4.12836
H 5.02206 -1.22381 4.44370
H 4.52580 0.20357 6.62334
H 3.92292 -1.38274 6.52471
H 2.30036 0.52286 7.14142
H 1.69196 -0.20335 5.64901
H 0.23640 1.26730 5.24730
H 0.51616 2.57586 6.11994
H 0.77116 2.88026 4.60081
H 4.26390 2.34893 6.50299
H 3.46823 3.73885 5.60232
H 2.91036 3.09577 7.18521
H 4.71642 1.13126 1.52211
H 3.35593 0.11155 1.92231
H 5.15330 -0.43553 2.21713
H 2.33829 2.34777 2.48469
O -0.77472 -3.12942 -4.79613
H -1.67746 -3.22706 -5.09906
H -0.76704 -2.29332 -4.33019
O 3.17621 6.11526 0.37986
H 2.30961 6.44231 0.62125
H 3.04051 5.67103 -0.45708
O -3.33655 -2.00049 -4.06493
H -3.96842 -2.71525 -4.14293
H -3.87106 -1.22541 -3.89234
O 4.53824 4.18152 -1.59711
H 4.75293 4.89243 -2.20105
H 4.21548 3.47773 -2.15991
```

The value obtained for the LUMO energy (alpha / beta) is -2.26 / -6.17 eV. The calculation puts the gap between HOMO and LUMO (alpha / beta) at 7.72 / 3.81 eV. The spin multiplicity is 2. The total charge is +1.

=====

Record 2
The following is a quantum chemistry calculation of a 8-piece molecular cluster, C63H144BN7 overall at a distorted geometry, from the Open Molecules 2025 dataset.

The geometry in XYZ format:
```
215
Properties=species:S:1:pos:R:3
B -1.02874 1.70907 -0.94931
H -1.77991 2.09820 -1.61905
H -0.39639 2.51654 -0.61410
H -1.52473 1.27415 -0.09545
H -0.40446 1.01754 -1.49365
C -5.69260 4.81281 0.23990
C -6.90150 3.93149 -0.15744
C -6.88106 2.68020 0.77885
N -7.56082 1.37014 0.23625
C -7.04854 0.15685 1.06901
C -7.85677 -1.14001 0.83250
C -9.37613 -0.92600 0.89847
C -9.80171 0.27493 0.02941
C -9.09712 1.52988 0.40294
C -7.22372 1.01180 -1.24098
H -5.52579 5.57807 -0.51816
H -4.78866 4.21318 0.13298
H -5.68798 5.22265 1.24990
H -6.61968 3.78165 -1.19966
H -7.86637 4.42808 -0.25997
H -7.11408 2.82923 1.83317
H -5.83172 2.41645 0.91082
H -7.06999 0.46328 2.11483
H -5.98733 0.25187 0.83896
H -7.59115 -1.89025 1.57728
H -7.64333 -1.61189 -0.12660
H -9.75561 -0.86596 1.91852
H -9.87696 -1.75478 0.39808
H -10.88281 0.39514 0.09927
H -9.58526 0.12892 -1.02886
H -9.28855 1.78198 1.44596
H -9.47465 2.30382 -0.26533
H -7.49191 0.01142 -1.58071
H -6.16171 1.22554 -1.36161
H -7.57342 1.74161 -1.97118
C 3.77377 -2.59198 2.67367
C 4.26134 -2.17146 4.08832
C 5.30303 -3.07650 4.64162
N 6.01412 -2.67251 5.94167
C 5.01748 -2.28437 7.07196
C 5.69981 -2.17622 8.42126
C 6.45802 -3.45948 8.86144
C 7.41865 -3.80455 7.72572
C 6.88946 -3.88646 6.34758
C 6.94426 -1.49050 5.71917
H 3.41511 -1.75403 2.07594
H 2.89579 -3.23656 2.63193
H 4.55959 -3.07354 2.09170
H 3.42133 -2.24873 4.77862
H 4.46959 -1.10243 4.13190
H 6.03574 -3.07157 3.83463
H 4.88596 -4.07809 4.74636
H 4.24368 -3.05053 7.02359
H 4.44495 -1.39209 6.81872
H 4.93091 -1.98448 9.16967
H 6.41258 -1.35649 8.51132
H 5.69616 -4.22421 9.01266
H 6.94517 -3.28774 9.82128
H 7.92800 -4.75192 7.90234
H 8.32320 -3.19986 7.66055
H 6.21129 -4.73685 6.41860
H 7.70138 -4.12449 5.66039
H 7.51475 -1.28624 6.62523
H 6.37950 -0.63049 5.35931
H 7.58175 -1.75010 4.87399
C 1.61183 3.75297 10.89711
C 0.23040 3.55131 10.19352
C 0.38026 2.84177 8.83813
N -0.92378 2.68871 7.94739
C -0.58258 1.72491 6.82826
C 0.25977 2.29432 5.68239
C -0.33262 3.65108 5.20545
C -0.46844 4.66506 6.34702
C -1.34064 4.09988 7.45219
C -2.05366 1.97851 8.72437
H 2.11971 4.57469 10.39220
H 2.34451 2.95060 10.81071
H 1.48783 4.09477 11.92468
H -0.16994 4.54478 9.99140
H -0.49255 2.94281 10.73681
H 0.77909 1.83799 8.98471
H 1.24061 3.26551 8.32008
H -0.26748 0.73132 7.14701
H -1.51361 1.53914 6.29276
H 1.29469 2.48550 5.96612
H 0.22606 1.54120 4.89514
H 0.39971 3.99614 4.47558
H -1.20855 3.39585 4.60905
H 0.55244 4.86677 6.67141
H -0.87947 5.59212 5.94737
H -1.31279 4.75969 8.31935
H -2.34630 4.06363 7.03336
H -2.43557 2.67214 9.47345
H -1.63876 1.02241 9.04349
H -2.88431 1.82304 8.03596
C 12.68621 4.84368 0.96884
C 11.49037 3.92379 0.72398
C 10.46151 4.42964 -0.32010
N 9.43212 3.39269 -0.85215
C 8.43259 4.07733 -1.88321
C 7.18962 3.28846 -2.27169
C 6.47462 2.70280 -1.08983
C 7.44049 1.92988 -0.20161
C 8.66035 2.69039 0.28742
C 10.15132 2.29281 -1.64383
H 13.25120 4.54763 1.85272
H 12.22602 5.78839 1.25844
H 13.28031 4.91599 0.05784
H 11.02821 3.83159 1.70683
H 11.87076 2.92006 0.53441
H 10.82668 5.04240 -1.14428
H 9.80476 5.04187 0.29792
H 8.11568 5.08172 -1.60235
H 9.10022 4.12932 -2.74325
H 6.53040 4.02351 -2.73348
H 7.35387 2.47829 -2.98215
H 6.19173 3.60046 -0.54004
H 5.54717 2.17873 -1.32070
H 6.91306 1.73188 0.73151
H 7.64309 1.01122 -0.75217
H 8.44344 3.49881 0.98563
H 9.40669 2.11305 0.83309
H 10.80017 2.88306 -2.29088
H 9.49604 1.50035 -2.00539
H 10.82515 1.71004 -1.01579
C -4.04765 4.21140 -7.07811
C -5.03294 3.98910 -8.22635
C -4.41155 4.58732 -9.56899
N -5.31388 4.52675 -10.84384
C -4.81899 5.61655 -11.82531
C -3.56207 5.16344 -12.56218
C -3.70179 3.83269 -13.32544
C -4.14028 2.67677 -12.31700
C -5.40217 3.12366 -11.46562
C -6.73149 4.95052 -10.43606
H -3.05806 3.79174 -7.25890
H -4.43526 3.68122 -6.20820
H -3.91147 5.24341 -6.75484
H -6.01864 4.37906 -7.97254
H -5.23508 2.94714 -8.47445
H -3.49956 4.07113 -9.86887
H -4.19501 5.64476 -9.41725
H -4.74267 6.58234 -11.32580
H -5.51607 5.64548 -12.66277
H -2.90950 4.90280 -11.72893
H -3.12774 5.97071 -13.15189
H -2.72457 3.55668 -13.72162
H -4.43260 3.92799 -14.12852
H -3.39330 2.64464 -11.52385
H -4.17267 1.73242 -12.86039
H -5.67591 2.44891 -10.65453
H -6.20844 3.19086 -12.19604
H -7.18202 5.24598 -11.38360
H -6.79214 5.78096 -9.73266
H -7.32916 4.10160 -10.10407
C -1.08920 -11.00473 4.41390
C -2.16653 -9.95803 3.93790
C -1.63153 -8.67934 3.46298
N -2.67451 -7.54640 3.38390
C -3.06391 -7.02030 4.79890
C -3.77508 -5.68384 4.83081
C -2.99552 -4.50619 4.18933
C -2.73553 -5.02570 2.68104
C -1.98089 -6.37724 2.66246
C -3.92241 -7.92295 2.60419
H -0.40065 -10.69810 5.20128
H -0.44610 -11.22558 3.56199
H -1.48307 -11.97506 4.71629
H -2.85108 -9.70072 4.74616
H -2.76202 -10.38614 3.13154
H -1.19831 -8.80081 2.47017
H -0.89102 -8.30532 4.16997
H -2.21712 -7.02426 5.48522
H -3.75210 -7.72885 5.25982
H -3.91154 -5.45749 5.88829
H -4.78628 -5.71652 4.42521
H -2.05516 -4.26660 4.68574
H -3.71400 -3.68992 4.26410
H -2.25124 -4.22509 2.12195
H -3.67579 -5.05270 2.13033
H -1.00158 -6.13584 3.07570
H -1.92497 -6.63667 1.60527
H -3.48399 -8.41617 1.73665
H -4.45439 -7.00822 2.34272
H -4.42537 -8.64004 3.25296
C 2.56908 -2.85422 -9.17944
C 1.67126 -2.00069 -8.28918
C 1.07278 -2.84231 -7.14467
N 0.60024 -1.98370 -5.97390
C 0.19508 -2.83262 -4.72691
C -1.11700 -3.74695 -4.97115
C -2.26843 -2.89598 -5.53188
C -1.85187 -1.97376 -6.73992
C -0.61728 -1.11591 -6.45400
C 1.68438 -1.05008 -5.41871
H 2.94198 -2.37167 -10.08288
H 2.12421 -3.75666 -9.59871
H 3.39748 -3.23303 -8.58080
H 0.91148 -1.60429 -8.96276
H 2.32595 -1.18579 -7.98029
H 1.81698 -3.46769 -6.65155
H 0.21351 -3.39176 -7.52921
H 1.13523 -3.26475 -4.38414
H -0.16043 -2.13468 -3.96889
H -0.86274 -4.59987 -5.60042
H -1.37668 -4.22528 -4.02677
H -3.18991 -3.42801 -5.76839
H -2.50155 -2.32068 -4.63590
H -1.77915 -2.56553 -7.65241
H -2.68843 -1.34289 -7.04038
H -0.31675 -0.47351 -7.28170
H -0.78504 -0.45353 -5.60476
H 1.83941 -0.24794 -6.14027
H 2.50973 -1.75799 -5.34283
H 1.41410 -0.79364 -4.39436
```

The value obtained for the LUMO energy is -9.05 eV. Its energy relative to the best compared isomer or geometry (same formula, charge and spin) is 0.7979 eV. The calculation puts the gap between HOMO and LUMO at 6.33 eV. The spin multiplicity is 1. The total charge is +6.